No. 1
{
  "formula": "C4H8O2",
  "method": "the ωB97M-V functional and the def2-TZVPD basis",
  "e_homo_ev": [-8.04, -6.86],
  "molar_mass_da": 88.106,
  "e_above_lowest_kcal_mol": 118.0,
  "homo_lumo_gap_ev": [8.84, 6.93],
  "e_tot_ha": -307.52439,
  "symbols": ["O", "C", "C", "C", "O", "C", "H", "H", "H", "H", "H", "H", "H", "H"],
  "xyz": [[0.871, -0.900, -1.323], [0.009, 0.088, -1.496], [-1.198, 0.142, -0.754], [-1.037, -0.288, 0.801], [0.285, -0.661, 1.087], [1.120, 0.484, 1.245], [0.759, -1.229, -0.381], [0.389, 0.912, -2.100], [-1.812, -0.731, -1.015], [-1.760, 1.064, -0.918], [-1.626, -1.196, 0.994], [0.674, 1.353, 0.746], [1.230, 0.704, 2.309], [2.095, 0.258, 0.804]],
  "lowdin_charge": [0.010, -0.229, -0.194, -0.069, -0.252, -0.081, 0.091, 0.119, 0.123, 0.112, 0.082, 0.094, 0.095, 0.099]
}

---

No. 2
{
  "formula": "C4H8O2",
  "method": "the ωB97M-V functional and the def2-TZVPD basis",
  "e_homo_ev": -8.86,
  "molar_mass_da": 88.106,
  "e_above_lowest_kcal_mol": 107.0,
  "homo_lumo_gap_ev": 9.28,
  "e_tot_ha": -307.54187,
  "symbols": ["C", "C", "O", "C", "C", "O", "H", "H", "H", "H", "H", "H", "H", "H"],
  "xyz": [[1.732, 0.623, -0.197], [0.738, -0.383, 0.347], [0.224, 0.080, 1.625], [-0.702, -0.432, -0.018], [-1.275, 0.786, -0.610], [-2.664, 0.894, -0.403], [1.321, 1.635, -0.217], [2.012, 0.338, -1.217], [2.644, 0.637, 0.410], [1.213, -1.365, 0.453], [-0.410, -0.598, 1.923], [-1.037, 0.648, -1.690], [-0.822, 1.738, -0.304], [-2.951, 0.001, -0.164]],
  "lowdin_charge": [-0.042, -0.435, -0.017, 0.076, -0.327, -0.078, 0.074, 0.089, 0.085, 0.131, 0.104, 0.144, 0.122, 0.074]
}

---

No. 3
{
  "formula": "C4H8O2",
  "method": "the ωB97M-V functional and the def2-TZVPD basis",
  "e_homo_ev": -10.33,
  "molar_mass_da": 88.106,
  "e_above_lowest_kcal_mol": 72.3,
  "smiles": "OCC[C@H]1CO1",
  "homo_lumo_gap_ev": 11.35,
  "e_tot_ha": -307.59722,
  "symbols": ["O", "C", "C", "C", "C", "O", "H", "H", "H", "H", "H", "H", "H", "H"],
  "xyz": [[1.869, 0.975, 0.164], [1.741, -0.405, -0.083], [0.301, -0.662, 0.264], [-0.658, 0.388, -0.442], [-1.997, 0.311, 0.101], [-1.353, 1.563, 0.096], [0.926, 1.250, 0.084], [1.997, -0.673, -1.123], [2.353, -1.037, 0.578], [-0.025, -1.679, -0.016], [0.225, -0.579, 1.360], [-0.527, 0.571, -1.515], [-2.049, -0.097, 1.110], [-2.803, 0.074, -0.578]],
  "lowdin_charge": [-0.068, -0.288, -0.137, -0.270, -0.159, -0.025, 0.060, 0.119, 0.119, 0.128, 0.130, 0.158, 0.121, 0.114]
}

---

No. 4
{
  "formula": "C4H8O2",
  "method": "the ωB97M-V functional and the def2-TZVPD basis",
  "e_homo_ev": -9.08,
  "molar_mass_da": 88.106,
  "e_above_lowest_kcal_mol": 48.7,
  "smiles": "C[C@@]1(O)C[C@H]1O",
  "homo_lumo_gap_ev": 9.92,
  "e_tot_ha": -307.63477,
  "symbols": ["C", "C", "O", "C", "C", "O", "H", "H", "H", "H", "H", "H", "H", "H"],
  "xyz": [[-0.959, 0.110, -1.241], [0.129, -0.411, -0.298], [0.247, -1.809, -0.421], [1.346, 0.310, 0.282], [0.090, 0.189, 1.082], [-0.604, 1.376, 1.308], [-0.889, -0.285, -2.260], [-1.055, 1.199, -1.280], [-1.914, -0.270, -0.845], [1.183, -2.019, -0.326], [2.149, -0.269, 0.750], [1.697, 1.263, -0.104], [0.108, -0.531, 1.902], [-1.531, 1.154, 1.458]],
  "lowdin_charge": [-0.005, -0.479, 0.003, -0.010, -0.327, -0.005, 0.080, 0.083, 0.089, 0.094, 0.110, 0.114, 0.152, 0.101]
}

---

No. 5
{
  "formula": "C4H8O2",
  "method": "the ωB97M-V functional and the def2-TZVPD basis",
  "e_homo_ev": -9.52,
  "molar_mass_da": 88.106,
  "e_above_lowest_kcal_mol": 82.6,
  "smiles": "O=C1C[C@@H]1CO.[H][H]",
  "homo_lumo_gap_ev": 10.23,
  "e_tot_ha": -307.58077,
  "symbols": ["O", "C", "C", "C", "C", "O", "H", "H", "H", "H", "H", "H", "H", "H"],
  "xyz": [[-1.378, 0.116, -1.366], [-0.282, 0.138, -0.865], [1.141, -0.184, -0.965], [0.419, 0.033, 0.411], [-0.159, -1.112, 1.223], [-1.457, -0.772, 1.650], [1.435, -1.178, -1.295], [1.835, 0.609, -1.235], [0.722, 0.919, 0.965], [-0.159, -2.023, 0.602], [0.425, -1.323, 2.122], [-1.951, -0.504, 0.859], [0.035, 2.761, -0.932], [-0.625, 2.521, -1.174]],
  "lowdin_charge": [0.091, -0.460, -0.001, -0.179, -0.232, -0.049, 0.112, 0.107, 0.144, 0.129, 0.123, 0.082, 0.068, 0.064]
}

---

No. 6
{
  "formula": "C4H8O2",
  "method": "the ωB97M-V functional and the def2-TZVPD basis",
  "e_homo_ev": -8.36,
  "molar_mass_da": 88.106,
  "e_above_lowest_kcal_mol": 63.2,
  "smiles": "C=CC(=C)O.O",
  "homo_lumo_gap_ev": 8.75,
  "e_tot_ha": -307.61168,
  "symbols": ["C", "C", "C", "C", "O", "H", "H", "H", "H", "H", "H", "O", "H", "H"],
  "xyz": [[1.125, 2.087, -1.358], [1.500, 1.204, -0.415], [0.716, 0.034, 0.125], [0.895, -0.390, 1.400], [-0.365, -0.372, -0.668], [0.137, 1.782, -1.841], [1.792, 2.975, -1.497], [2.416, 1.497, 0.106], [0.070, -1.128, 1.612], [1.800, -0.639, 1.857], [-0.962, -1.009, -0.237], [-2.708, -1.777, 0.262], [-2.918, -2.462, 0.960], [-3.497, -1.802, -0.306]],
  "lowdin_charge": [0.004, -0.152, -0.375, 0.045, 0.001, 0.084, 0.070, 0.097, 0.067, 0.036, 0.051, -0.069, 0.084, 0.058]
}

---

No. 7
{
  "formula": "C4H8O2",
  "method": "the ωB97M-V functional and the def2-TZVPD basis",
  "e_homo_ev": -9.45,
  "molar_mass_da": 88.106,
  "e_above_lowest_kcal_mol": 87.6,
  "smiles": "OC[C@H]1C[C@H]1O",
  "homo_lumo_gap_ev": 10.35,
  "e_tot_ha": -307.57286,
  "symbols": ["O", "C", "C", "C", "C", "O", "H", "H", "H", "H", "H", "H", "H", "H"],
  "xyz": [[-1.522, -1.468, 1.326], [-1.300, -0.575, 0.076], [0.164, -0.322, 0.247], [1.241, -0.219, -0.831], [0.871, 0.985, -0.008], [0.143, 2.015, -0.635], [-1.822, -0.952, 2.093], [-1.948, 0.301, 0.157], [-1.575, -1.231, -0.752], [-0.036, -1.038, 1.227], [0.963, -0.159, -1.888], [2.200, -0.708, -0.658], [1.582, 1.346, 0.737], [0.773, 2.550, -1.141]],
  "lowdin_charge": [-0.144, -0.128, -0.229, -0.061, -0.345, -0.026, 0.086, 0.116, 0.117, 0.170, 0.111, 0.096, 0.137, 0.099]
}

---

No. 8
{
  "formula": "C4H8O2",
  "method": "the ωB97M-V functional and the def2-TZVPD basis",
  "e_homo_ev": -9.64,
  "molar_mass_da": 88.106,
  "e_above_lowest_kcal_mol": 38.9,
  "smiles": "O[C@@H]1CC[C@@H]1O",
  "homo_lumo_gap_ev": 10.36,
  "e_tot_ha": -307.65050,
  "symbols": ["O", "C", "C", "C", "C", "O", "H", "H", "H", "H", "H", "H", "H", "H"],
  "xyz": [[0.631, -1.918, 0.247], [-0.370, -0.978, -0.029], [-0.193, -0.199, -1.353], [-0.018, 1.123, -0.566], [-0.234, 0.355, 0.760], [0.868, 0.296, 1.642], [1.199, -1.526, 0.928], [-1.350, -1.459, 0.088], [-1.051, -0.225, -2.031], [0.698, -0.534, -1.890], [-0.772, 1.890, -0.767], [0.976, 1.572, -0.648], [-1.149, 0.637, 1.293], [0.765, 0.964, 2.327]],
  "lowdin_charge": [-0.015, -0.329, -0.108, -0.109, -0.313, -0.027, 0.083, 0.142, 0.104, 0.112, 0.102, 0.111, 0.145, 0.103]
}

---

No. 9
{
  "formula": "C4H8O2",
  "method": "the ωB97M-V functional and the def2-TZVPD basis",
  "e_homo_ev": -9.58,
  "molar_mass_da": 88.106,
  "e_above_lowest_kcal_mol": 82.5,
  "smiles": "C=C.C=O.C=O",
  "homo_lumo_gap_ev": 9.64,
  "e_tot_ha": -307.58102,
  "symbols": ["C", "C", "H", "H", "H", "H", "C", "O", "H", "H", "C", "O", "H", "H"],
  "xyz": [[-1.513, -1.250, -0.077], [-1.960, -0.029, -0.341], [-1.472, -1.645, 0.934], [-1.140, -1.906, -0.859], [-1.976, 0.374, -1.349], [-2.309, 0.639, 0.444], [0.783, 1.759, 0.327], [-0.018, 1.965, -0.546], [0.509, 1.301, 1.298], [1.855, 2.008, 0.195], [1.813, -0.802, -0.014], [1.173, -1.634, 0.572], [2.615, -0.229, 0.494], [1.640, -0.550, -1.079]],
  "lowdin_charge": [-0.103, -0.102, 0.051, 0.053, 0.050, 0.054, -0.177, -0.008, 0.096, 0.085, -0.173, -0.008, 0.083, 0.097]
}

---

No. 10
{
  "formula": "C4H8O2",
  "method": "the ωB97M-V functional and the def2-TZVPD basis",
  "e_homo_ev": -9.04,
  "molar_mass_da": 88.106,
  "e_above_lowest_kcal_mol": 51.7,
  "smiles": "C/C=C\\O.C=O",
  "homo_lumo_gap_ev": 9.69,
  "e_tot_ha": -307.63008,
  "symbols": ["C", "C", "C", "O", "H", "H", "H", "H", "H", "H", "C", "O", "H", "H"],
  "xyz": [[1.521, 0.846, -0.075], [0.747, -0.314, -0.636], [-0.441, -0.252, -1.241], [-1.200, 0.855, -1.465], [0.927, 1.766, -0.005], [1.877, 0.623, 0.937], [2.403, 1.076, -0.685], [1.194, -1.301, -0.547], [-0.942, -1.139, -1.618], [-0.706, 1.640, -1.191], [-1.345, -0.948, 1.627], [-1.105, -2.058, 2.029], [-0.754, -0.063, 1.940], [-2.178, -0.733, 0.930]],
  "lowdin_charge": [-0.101, -0.176, -0.249, 0.004, 0.065, 0.075, 0.078, 0.105, 0.122, 0.088, -0.167, -0.009, 0.083, 0.082]
}

---

What is the formula in the fifth record?
C4H8O2